{
  "formula": "C3H9N3OS",
  "method": "wB97M-V/def2-TZVPD",
  "symbols": ["S", "O", "N", "N", "N", "C", "C", "C", "H", "H", "H", "H", "H", "H", "H", "H", "H"],
  "positions_angstrom": [[0.1400, 0.1630, 1.5042], [0.0739, 2.4474, -0.7211], [0.0230, -2.3380, -0.3246], [0.7024, -1.1083, -0.6905], [1.1381, 1.1018, -2.1545], [0.4392, 1.3252, -1.0009], [0.0375, 0.0482, -0.3219], [-1.2242, 1.3517, 1.9648], [1.6325, -0.9205, -0.4187], [0.0218, -2.8779, -1.1871], [-2.0855, 0.7959, 1.5464], [1.1300, 0.2696, -2.6580], [-1.0471, 1.5958, 2.9972], [1.3330, 1.9132, -2.6701], [-1.2156, 2.1810, 1.3810], [0.4982, -2.7689, 0.5701], [-1.0190, -0.1969, -0.6869]],
  "gap_ha": 0.3387,
  "smiles": "CS[C@H](NN)C(N)=O",
  "max_force_ev_per_a": 3.98,
  "homo_energy_ev": -8.5,
  "lumo_ev": 0.74
}

=====

{
  "formula": "C3H5Cl",
  "method": "wB97M-V/def2-TZVPD",
  "symbols": ["Cl", "C", "C", "C", "H", "H", "H", "H", "H"],
  "positions_angstrom": [[-2.1300, 1.6406, 1.1709], [0.7113, -0.8997, -0.2355], [-0.6113, 1.5484, 1.5868], [0.3961, -0.3568, -1.4241], [0.4689, -1.8852, -0.1017], [-0.4512, 0.6476, 2.1862], [-0.1088, -0.9570, -2.1185], [0.6596, 0.6613, -1.6730], [1.0653, -0.3992, 0.6089]],
  "gap_ha": 0.2998,
  "max_force_ev_per_a": 3.38,
  "homo_energy_ev": -8.7,
  "lumo_ev": -0.56
}

=====

{
  "formula": "C32H48N8",
  "method": "wB97M-V/def2-TZVPD",
  "symbols": ["N", "N", "N", "N", "N", "N", "N", "N", "C", "C", "C", "C", "C", "C", "C", "C", "C", "C", "C", "C", "C", "C", "C", "C", "C", "C", "C", "C", "C", "C", "C", "C", "C", "C", "C", "C", "C", "C", "C", "C", "H", "H", "H", "H", "H", "H", "H", "H", "H", "H", "H", "H", "H", "H", "H", "H", "H", "H", "H", "H", "H", "H", "H", "H", "H", "H", "H", "H", "H", "H", "H", "H", "H", "H", "H", "H", "H", "H", "H", "H", "H", "H", "H", "H", "H", "H", "H", "H"],
  "positions_angstrom": [[-2.1195, -0.1232, -2.0636], [4.9544, 9.1284, -1.7428], [-1.2848, 0.2614, 10.2894], [-2.2741, -3.2272, -8.2959], [2.7284, -5.4967, 0.2886], [11.4691, 1.1197, -0.5126], [-4.1742, -7.4286, -3.0470], [-0.3352, 5.9717, 5.1826], [-4.2188, -2.1449, -8.4373], [4.1637, 10.3009, -3.4782], [8.2118, 2.5769, -0.4329], [-1.6914, -0.0204, 9.2251], [-5.2465, -7.8926, -2.8035], [-2.1610, 1.0890, -0.2134], [-4.2865, 6.4817, 5.0580], [-1.0919, 6.7966, 5.0154], [-6.5560, -8.5310, -2.5146], [5.2552, 10.0711, -2.6744], [4.5482, -6.0608, 1.5510], [-2.1254, -0.3536, 7.8813], [2.8645, -4.6136, 1.3333], [-3.2690, -4.1399, -8.4275], [3.5967, 8.8181, -1.9244], [7.6267, 1.2520, 0.0991], [-4.4881, -3.5131, -8.5409], [-1.1515, -1.1552, 7.0403], [-2.1537, 7.8551, 4.8139], [10.6090, 1.7853, -0.8686], [-0.8670, 1.2759, -0.7957], [-0.8245, -2.4856, 7.7500], [9.4315, 2.5675, -1.3352], [3.7609, -6.3638, 0.4441], [3.9453, -5.0600, 2.1527], [-7.1890, -9.3681, -3.6673], [-0.9636, 0.6285, -2.0563], [-6.4096, -10.6041, -3.8904], [-3.4435, 7.6604, 5.6000], [-2.8402, -2.0270, -8.2181], [-2.8985, 0.2087, -0.9841], [3.1291, 9.4863, -3.0194], [-2.1982, -1.1863, -8.0003], [-5.4573, -3.9889, -8.5137], [7.3333, 0.5809, -0.7081], [-1.5170, -1.3389, 6.0300], [-6.3911, -9.1276, -1.6174], [-2.4523, 0.5651, 7.3942], [-0.2209, 0.5157, -2.8322], [-2.4641, 7.9809, 3.7767], [2.1324, 9.4922, -3.4353], [-0.3835, -2.3336, 8.7352], [-6.9194, -11.2267, -4.6256], [-6.3275, -11.2754, -3.0357], [6.2109, 10.5681, -2.5966], [-8.1780, -9.6289, -3.2907], [-5.4044, -10.4756, -4.2918], [-0.2519, -0.5619, 6.8762], [5.5834, 8.7542, -1.0467], [-3.0915, -5.2021, -8.3466], [-3.8930, -0.1966, -0.8695], [7.5813, 3.1748, -1.0910], [5.3743, -6.6571, 1.9094], [-1.7203, 8.8027, 5.1340], [9.2227, 2.1961, -2.3385], [-7.2086, -8.6933, -4.5232], [-4.6965, 6.6996, 4.0718], [-2.5298, 1.5426, 0.6947], [-1.3366, -3.5519, -8.1071], [1.9589, -5.6625, -0.3442], [4.3883, -4.6738, 3.0588], [-5.1364, 6.2484, 5.6993], [-3.7348, 5.5475, 4.9533], [3.8306, -7.1363, -0.3074], [-2.3981, -0.8104, -2.7492], [9.6758, 3.6297, -1.3470], [-4.0135, 8.5878, 5.5447], [-4.8915, -1.3007, -8.4716], [3.9602, 11.1328, -4.1362], [-0.1507, -3.0264, 7.0854], [2.2444, -3.7295, 1.3496], [-1.5957, -3.2471, 7.8657], [-0.0693, 1.8972, -0.4160], [8.3716, 0.7658, 0.7291], [-3.0522, -0.8754, 8.1195], [-3.2877, 7.6235, 6.6782], [-7.2862, -7.7592, -2.2716], [6.6833, 1.3203, 0.6409], [8.3846, 3.1891, 0.4522], [3.0916, 8.1262, -1.2668]],
  "gap_ha": 0.3052,
  "smiles": "c1cc[nH]c1.c1cc[nH]c1.c1cc[nH]c1.c1cc[nH]c1.CCCC#N.CCCC#N.CCCC#N.CCCC#N",
  "max_force_ev_per_a": 5.21,
  "homo_energy_ev": -7.8,
  "lumo_ev": 0.51
}

=====

{
  "formula": "C42H32O29SSi",
  "method": "wB97M-V/def2-TZVPD",
  "symbols": ["S", "Si", "O", "O", "O", "O", "O", "O", "O", "O", "O", "O", "O", "O", "O", "O", "O", "O", "O", "O", "O", "O", "O", "O", "O", "O", "O", "O", "O", "O", "O", "C", "C", "C", "C", "C", "C", "C", "C", "C", "C", "C", "C", "C", "C", "C", "C", "C", "C", "C", "C", "C", "C", "C", "C", "C", "C", "C", "C", "C", "C", "C", "C", "C", "C", "C", "C", "C", "C", "C", "C", "C", "C", "H", "H", "H", "H", "H", "H", "H", "H", "H", "H", "H", "H", "H", "H", "H", "H", "H", "H", "H", "H", "H", "H", "H", "H", "H", "H", "H", "H", "H", "H", "H", "H"],
  "positions_angstrom": [[-5.4877, -7.4407, 4.9295], [-3.8846, -6.0765, 5.3338], [-1.9970, 4.7603, 1.6502], [-1.3087, 0.4393, -1.8493], [1.3276, -1.0188, 1.1819], [-3.7579, 0.9833, -2.6285], [11.1477, -6.3134, -3.8045], [-2.4246, -0.2246, -6.9654], [4.6031, 5.2127, -2.3094], [2.8974, 0.2355, -1.9758], [8.8256, -5.8556, -4.8479], [1.1416, 7.6816, 3.5801], [4.7676, -3.5413, -0.7955], [6.7642, -5.6227, -0.6261], [-0.0335, -0.8307, -6.1928], [-1.2622, -2.4332, 2.8493], [-3.3835, 0.8118, 0.2026], [-0.6795, 8.3586, 5.2773], [-8.8586, 6.3955, 0.2022], [-4.8168, 4.0979, 0.9356], [1.7433, -2.0631, 3.4966], [-2.6932, -6.8717, 6.1692], [2.9468, 4.6619, -0.4065], [-5.8884, 2.0623, -0.1626], [-5.4044, -0.8045, -0.3155], [-3.8693, 5.5413, 3.2815], [-3.1568, -4.0646, 2.2051], [9.0924, -6.0214, 0.4176], [-9.9521, 4.3223, -0.8828], [4.6060, 0.7699, -3.8530], [5.1517, -4.6427, 1.5420], [4.7239, 3.0294, -3.2066], [-2.9072, 0.5652, -3.5479], [-3.2395, 0.4125, -4.8403], [10.1473, -6.1516, -2.9539], [-6.7668, 5.3935, 0.6587], [10.2778, -6.2035, -1.6202], [2.5183, -2.5021, 2.5217], [3.2830, 3.6539, -1.1934], [2.2281, -1.8413, 1.1841], [-0.5197, -0.2389, -3.9654], [-6.6501, 3.0144, -0.1142], [4.2589, -3.8127, 1.5221], [3.0209, -2.2120, 0.0370], [7.6357, -5.7166, -2.8107], [-2.2194, -0.6929, 1.5862], [3.4720, -3.4338, 2.6722], [7.7700, -5.7715, -1.4796], [-0.8570, -0.3887, -5.2532], [-6.0700, 4.2571, 0.5301], [-2.2079, -1.9463, 2.0606], [-2.6771, 6.0870, 3.4445], [-3.2911, -2.9503, 1.7261], [-8.1239, 5.4270, 0.1586], [-2.2425, -0.0598, -5.7710], [-2.3937, 6.9901, 4.3969], [-3.3055, -0.2868, 0.7263], [9.1040, -6.0094, -0.7995], [3.2646, 1.3989, -1.9914], [-0.0347, 7.0932, 3.4343], [-0.3111, 6.1862, 2.4864], [2.8141, 2.4037, -1.0604], [4.2634, 4.0433, -2.2856], [-4.3942, -2.5340, 0.8970], [-1.0609, 7.5396, 4.4590], [-8.7055, 4.1742, -0.4768], [-1.6368, 5.6115, 2.4419], [3.9813, -3.1378, 0.1892], [8.8145, -5.8943, -3.6314], [-4.4204, -1.2752, 0.4265], [-8.0024, 3.0370, -0.6045], [4.2573, 1.7793, -3.0723], [-1.5118, 0.2558, -3.0334], [2.1103, 2.1138, -0.2925], [-0.5519, -0.8285, -7.0224], [-3.3201, -5.6004, 4.0706], [3.6840, -3.9072, 3.6203], [-1.5024, -3.3667, 3.0189], [-1.4356, 0.0221, 1.7930], [-2.1462, -7.4396, 5.6150], [4.1129, -0.0095, -3.5293], [5.4297, 3.3116, -3.9746], [10.7610, -6.2189, -4.6978], [2.8216, -1.7253, -0.9066], [-4.2295, 0.6296, -5.2159], [-8.4084, 2.1425, -1.0550], [3.4345, 5.4401, -0.7443], [-5.1774, -3.2485, 0.6864], [-3.1252, 7.3315, 5.1155], [0.4182, 5.8569, 1.7597], [11.2243, -6.3841, -1.1310], [-10.2005, 5.2442, -0.6675], [6.6871, -5.5441, -3.2995], [1.1413, -1.4121, 3.0807], [0.4634, -0.4749, -3.5828], [-4.5535, 3.1820, 0.7001], [-6.4847, -6.7066, 5.4410], [5.3500, -4.2469, -0.4432], [-6.3612, 6.2847, 1.1166], [-3.8234, 4.9561, 2.4946], [7.1367, -5.7009, 0.2773], [-3.3039, 1.0415, -1.7614], [1.0465, 8.2801, 4.3486], [-5.2625, 0.1504, -0.4777], [-4.3770, -4.9747, 6.1767]],
  "gap_ha": 0.2842,
  "smiles": "O=C1C=C(O)C(=O)C=C1O.O=C1C=C(O)C(=O)C=C1O.O=C1C=C(O)C(=O)C=C1O.O=C1C=C(O)C(=O)C=C1O.O=C1C=C(O)C(=O)C=C1O.O=C1C=C(O)C(=O)C=C1O.O=C1C=C(O)C(=O)C=C1O.O[SiH2]S",
  "max_force_ev_per_a": 0.36,
  "homo_energy_ev": -9.6,
  "lumo_ev": -1.82
}

=====

{
  "formula": "C21H15N2O3Tc",
  "method": "wB97M-V/def2-TZVPD",
  "symbols": ["Tc", "O", "O", "O", "N", "N", "C", "C", "C", "C", "C", "C", "C", "C", "C", "C", "C", "C", "C", "C", "C", "C", "C", "C", "C", "C", "C", "H", "H", "H", "H", "H", "H", "H", "H", "H", "H", "H", "H", "H", "H", "H"],
  "positions_angstrom": [[0.5757, 0.3932, -0.2056], [-0.0210, 1.0554, 1.4297], [-2.0297, -1.1824, 4.4447], [1.5446, -0.8961, -1.0654], [-0.3889, -1.1550, 0.6866], [-0.9893, -0.9074, 1.9185], [-3.3327, -0.4538, -3.7273], [-1.8267, 0.1424, 4.5205], [-0.7784, 0.3136, 2.2928], [-3.5003, 1.9436, -3.2506], [-1.2371, 0.9145, 3.5014], [-1.4958, 2.9148, 4.8350], [-1.8569, 0.5820, -2.1414], [1.1789, -2.1052, -1.6063], [0.1530, -2.8237, -0.9935], [-1.0818, 2.3122, 3.6834], [-3.9203, 0.7996, -3.9348], [1.5208, -3.8428, -3.1820], [-0.1603, -4.1014, -1.4879], [-0.7638, 0.5207, -1.3273], [-2.0684, 2.1266, 5.8463], [1.8777, -2.5972, -2.6879], [0.5099, -4.6000, -2.5830], [-2.4775, 1.8500, -2.3422], [-2.2271, 0.7693, 5.6968], [-0.4831, -2.3479, 0.2005], [-2.2962, -0.5782, -2.8413], [-1.0737, -3.0385, 0.7959], [-0.6318, 2.8999, 2.8946], [-4.7299, 0.8854, -4.6490], [-2.6681, 0.1594, 6.4734], [-1.8113, -1.5299, -2.6661], [-1.3781, 3.9799, 4.9718], [-0.9268, -4.6869, -0.9946], [-3.9793, 2.8952, -3.4340], [2.0477, -4.2357, -4.0416], [-1.7689, -1.5203, 3.5788], [-2.1380, 2.7153, -1.7885], [-2.3957, 2.5950, 6.7656], [2.6723, -2.0126, -3.1310], [-3.6935, -1.3179, -4.2674], [0.2668, -5.5802, -2.9681]],
  "gap_ha": [0.1567, 0.1570],
  "total_charge": 2,
  "max_force_ev_per_a": 1.21,
  "homo_energy_ev": [-13.9, -13.9],
  "lumo_ev": [-9.63, -9.63]
}

=====

{
  "formula": "C32H37As2S2SbTi",
  "method": "wB97M-V/def2-TZVPD",
  "symbols": ["Sb", "As", "As", "Ti", "S", "S", "C", "C", "C", "C", "C", "C", "C", "C", "C", "C", "C", "C", "C", "C", "C", "C", "C", "C", "C", "C", "C", "C", "C", "C", "C", "C", "C", "C", "C", "C", "C", "C", "H", "H", "H", "H", "H", "H", "H", "H", "H", "H", "H", "H", "H", "H", "H", "H", "H", "H", "H", "H", "H", "H", "H", "H", "H", "H", "H", "H", "H", "H", "H", "H", "H", "H", "H", "H", "H"],
  "positions_angstrom": [[-3.8242, -1.3533, -0.2362], [1.1016, 0.6016, 1.0598], [-1.6908, 1.9254, 0.0086], [-0.6037, -0.5656, -0.6742], [0.7483, 0.4866, -2.2766], [0.9017, -2.3123, -0.7851], [2.2762, -0.3655, -2.0931], [2.1780, -0.5435, 2.2120], [-1.0282, 2.3952, 1.7827], [-4.8504, -3.2141, -0.1736], [-0.8437, -1.5443, 3.0186], [0.6364, 2.1484, 3.5092], [-2.3481, -0.6900, -2.8810], [-0.0589, 3.0401, 4.3134], [-2.7463, -1.7472, -2.0604], [3.4829, 0.2824, -2.7160], [-1.7154, 3.2955, 2.5916], [-1.7345, -1.1022, 2.0458], [3.6267, -2.3249, -1.3365], [-4.9340, -3.9602, 0.9974], [-1.2352, 3.6122, 3.8548], [-5.6926, -5.1222, 1.0363], [-3.5697, 2.4154, 0.1258], [-0.7788, -3.7027, 1.9578], [-0.3704, -2.8458, 2.9753], [-6.3100, -4.7963, -1.2621], [-1.7326, -0.9182, -4.1109], [-6.3784, -5.5426, -0.0936], [-5.5538, -3.6342, -1.2997], [-1.8755, -3.2830, -3.7117], [-1.6721, -3.2632, 0.9963], [-1.5055, -2.2143, -4.5276], [2.3417, -1.5536, -1.4678], [-2.4837, -3.0553, -2.4921], [2.4636, 1.8141, 0.3965], [-2.1739, -1.9562, 1.0288], [0.1547, 1.8139, 2.2488], [-1.0386, 3.3971, -1.0807], [-0.5429, -0.8697, 3.8108], [-2.6347, 3.7562, 2.2533], [-2.5593, 0.3379, -2.5864], [-5.5114, -3.0669, -2.2236], [-4.4048, -3.6490, 1.8913], [3.4458, -3.3174, -0.9295], [0.3153, -3.1997, 3.7343], [4.3683, 0.1690, -2.0878], [-6.9686, -6.4487, -0.0638], [-6.8476, -5.1188, -2.1440], [2.0048, 2.5672, -0.2389], [-1.9927, -3.9499, 0.2230], [-2.7869, -3.9003, -1.8869], [-3.6675, 3.4928, 0.2533], [-1.0356, -2.4028, -5.4835], [3.3174, 1.3447, -2.8872], [-4.0688, 2.1203, -0.7962], [3.2192, -0.2303, 2.1483], [-2.1339, -0.0958, 2.1244], [3.1894, 1.2498, -0.1856], [-1.2271, 4.3368, -0.5637], [-1.6889, -4.2986, -4.0353], [1.5608, 1.7178, 3.8764], [-4.0443, 1.8947, 0.9553], [2.0781, -1.5676, 1.8616], [1.8475, -0.4777, 3.2463], [-1.5697, 3.3898, -2.0323], [-1.4228, -0.0805, -4.7202], [3.7113, -0.1739, -3.6827], [-5.7488, -5.6976, 1.9510], [4.1208, -2.4408, -2.3032], [4.3338, -1.8178, -0.6733], [0.3204, 3.2888, 5.2957], [-1.7828, 4.3072, 4.4772], [0.0226, 3.2694, -1.2769], [-0.4005, -4.7156, 1.9191], [2.9486, 2.2856, 1.2508]],
  "gap_ha": [0.2530, 0.2607],
  "total_charge": 1,
  "spin_multiplicity": 2,
  "max_force_ev_per_a": 0.59,
  "homo_energy_ev": [-10.0, -9.9],
  "lumo_ev": [-3.08, -2.81]
}